Entry 1:
ORCA calculation (the ωB97M-V functional and the def2-TZVPD basis) on C4H8O in the gas phase.

Structure (XYZ):
```
13
Properties=species:S:1:pos:R:3
C 0.2819 -1.1664 -0.7211
C -0.3984 -0.0075 0.0165
C 0.1159 1.3567 -0.4243
C -0.2483 -0.2176 1.5067
O 0.2177 0.5867 2.2768
H 0.0887 -1.0991 -1.7959
H 1.3674 -1.1392 -0.5697
H -0.0867 -2.1374 -0.3711
H -1.4807 -0.0765 -0.1783
H -0.3837 2.1631 0.1196
H -0.0566 1.4993 -1.4961
H 1.1905 1.4465 -0.2339
H -0.6078 -1.2084 1.8707
```

E_LUMO ... 0.95 eV
Strongest force on any atom ... 0.5 eV Å⁻¹
Structure (SMILES) ... CC(C)C=O
Total charge ... 0
Energy above the lowest of the compared OMol25 structures with the same formula, charge and spin ... 20.8 kJ/mol
Electronic energy ... -6324.952 eV
HOMO-LUMO gap ... 10.7 eV
E_HOMO ... -0.3599 Eh

Entry 2:
ORCA calculation (the ωB97M-V functional and the def2-TZVPD basis) on C4H8O in the gas phase at a distorted geometry.

Structure (XYZ):
```
13
Properties=species:S:1:pos:R:3
C 0.2380 1.3948 -0.0244
C -0.0124 -0.0083 0.4629
C -1.2442 -0.6324 -0.2420
C 1.2632 -0.7746 0.1643
H 0.0548 1.3175 -1.1644
H -0.4892 2.0046 0.5856
H 1.3238 1.7190 0.0408
H -0.1393 -0.2519 1.5205
H -2.2158 -0.1471 -0.1966
H -1.4639 -1.5982 0.1437
H -0.9561 -0.8334 -1.3297
H 1.3498 -1.9899 0.2719
O 2.2915 -0.2002 -0.2325
```

E_LUMO ... 0.90 eV
Strongest force on any atom ... 3.5 eV Å⁻¹
Structure (SMILES) ... CC(C)C=O
Total charge ... 0
Energy above the lowest of the compared OMol25 structures with the same formula, charge and spin ... 117.1 kJ/mol
Electronic energy ... -6323.954 eV
HOMO-LUMO gap ... 10.7 eV
E_HOMO ... -0.3604 Eh

Entry 3:
ORCA calculation (the ωB97M-V functional and the def2-TZVPD basis) on C4H8O in the gas phase at a distorted geometry.

Structure (XYZ):
```
13
Properties=species:S:1:pos:R:3
C 0.2473 -2.0655 -0.7392
C -0.2863 -0.3243 0.8078
C -0.0666 0.6690 -0.0248
C -0.1534 2.1273 0.3820
H 1.2384 -1.7820 -1.0577
H -0.4981 -1.7411 -1.5254
H 0.2215 -3.1452 -0.7003
H -0.6789 -0.1449 1.7655
H 0.3267 0.4265 -1.0141
H 0.7047 2.3385 1.0847
H 0.1227 2.8404 -0.3590
H -1.0603 2.4579 0.8547
O -0.1179 -1.6566 0.5255
```

E_LUMO ... 1.10 eV
Strongest force on any atom ... 2.3 eV Å⁻¹
Structure (SMILES) ... C/C=C/OC
Total charge ... 0
Energy above the lowest of the compared OMol25 structures with the same formula, charge and spin ... 136.4 kJ/mol
Electronic energy ... -6323.754 eV
HOMO-LUMO gap ... 9.8 eV
E_HOMO ... -0.3180 Eh

Entry 4:
ORCA calculation (the ωB97M-V functional and the def2-TZVPD basis) on 2 unconnected molecules or ions with the total composition C4H8O2 at a distorted geometry.

Structure (XYZ):
```
14
Properties=species:S:1:pos:R:3
C 1.7600 -0.3789 -0.4264
C 0.5664 0.3489 -0.7125
O 0.5797 1.5811 -0.1755
C -0.7658 -0.2091 -0.8329
C -1.9117 0.5002 -0.7891
H 2.6790 0.1369 -0.3387
H 1.8433 -1.4063 -0.2229
H 0.8904 1.6573 0.7959
H -0.8082 -1.3083 -0.5539
H -2.0406 1.3842 -0.2802
H -2.5479 0.1807 -1.4823
H -0.2875 -0.7033 1.4699
H -0.3460 -2.2062 1.5086
O -0.2392 -1.4938 2.1341
```

E_LUMO (alpha / beta) ... 4.22 / 4.06 eV
Strongest force on any atom ... 5.2 eV Å⁻¹
Total charge ... -1
Energy above the lowest of the compared OMol25 structures with the same formula, charge and spin ... 234.9 kJ/mol
Electronic energy ... -8368.681 eV
HOMO-LUMO gap (alpha / beta) ... 4.8 / 6.5 eV
E_HOMO (alpha / beta) ... -0.0223 / -0.0885 Eh
2S+1 ... 2

Entry 5:
ORCA calculation (the ωB97M-V functional and the def2-TZVPD basis) on a gas-phase ion, C4H8O2 (charge -1) at a distorted geometry.

Structure (XYZ):
```
14
Properties=species:S:1:pos:R:3
C -0.0484 -1.2939 -0.2837
O 0.7226 -2.3420 0.2008
C 0.4888 -0.0966 0.4851
C 0.2585 1.0981 -0.3963
C -0.8732 1.8351 0.1334
O -0.9645 3.0727 0.1200
H -1.0849 -1.4404 0.0028
H 0.1516 -1.3500 -1.3396
H 0.3773 -3.1099 0.6619
H 1.4635 -0.3299 0.6348
H 0.0390 0.0894 1.4463
H 1.2719 1.7068 -0.6232
H 0.0193 0.8824 -1.4548
H -1.8214 1.2782 0.4126
```

E_LUMO (alpha / beta) ... 3.72 / 3.53 eV
Strongest force on any atom ... 3.7 eV Å⁻¹
Total charge ... -1
Energy above the lowest of the compared OMol25 structures with the same formula, charge and spin ... 149.1 kJ/mol
Electronic energy ... -8369.570 eV
HOMO-LUMO gap (alpha / beta) ... 2.6 / 6.5 eV
E_HOMO (alpha / beta) ... 0.0393 / -0.1106 Eh
2S+1 ... 2

Entry 6:
ORCA calculation (the ωB97M-V functional and the def2-TZVPD basis) on 2 unconnected molecules or ions with the total composition C4H8O2.

Structure (XYZ):
```
14
Properties=species:S:1:pos:R:3
C -1.0006 -0.3886 0.6640
C -0.4547 0.1208 -0.6387
C 0.8383 0.1559 -0.9753
O 2.4775 -0.2478 1.7940
C -1.4375 0.6428 -1.6149
O -2.6349 0.6749 -1.4207
H -1.6599 0.3562 1.1203
H -0.1910 -0.6326 1.3568
H -1.6088 -1.2855 0.5086
H 1.7629 0.3342 2.0746
H 1.6252 -0.1555 -0.2914
H 1.1449 0.5343 -1.9487
H 2.1343 -1.1391 1.9264
H -0.9959 1.0300 -2.5550
```

E_LUMO ... 0.38 eV
Strongest force on any atom ... 0.6 eV Å⁻¹
Structure (SMILES) ... C=C(C)C=O.O
Total charge ... 0
Energy above the lowest of the compared OMol25 structures with the same formula, charge and spin ... 143.7 kJ/mol
Electronic energy ... -8371.792 eV
HOMO-LUMO gap ... 10.4 eV
E_HOMO ... -0.3666 Eh

Entry 7:
ORCA calculation (the ωB97M-V functional and the def2-TZVPD basis) on C4H8O2 in the gas phase.

Structure (XYZ):
```
14
Properties=species:S:1:pos:R:3
C 0.9067 0.3180 2.0052
C 1.0452 -0.4004 0.6787
O -0.2482 -0.4490 0.0526
C -0.2846 -0.2627 -1.2802
O 0.6929 -0.0853 -1.9675
C -1.7018 -0.2686 -1.7928
H 0.4502 1.3013 1.8561
H 0.2867 -0.2485 2.7063
H 1.8952 0.4619 2.4539
H 1.7403 0.1075 0.0073
H 1.3884 -1.4322 0.8125
H -2.3217 -0.9748 -1.2368
H -1.6948 -0.5124 -2.8558
H -2.1297 0.7316 -1.6669
```

E_LUMO ... 0.96 eV
Strongest force on any atom ... 0.5 eV Å⁻¹
Structure (SMILES) ... CCOC(C)=O
Total charge ... 0
Energy above the lowest of the compared OMol25 structures with the same formula, charge and spin ... 26.2 kJ/mol
Electronic energy ... -8373.010 eV
HOMO-LUMO gap ... 11.4 eV
E_HOMO ... -0.3819 Eh

Entry 8:
ORCA calculation (the ωB97M-V functional and the def2-TZVPD basis) on C4H8O2 in the gas phase.

Structure (XYZ):
```
14
Properties=species:S:1:pos:R:3
C -1.1613 1.2689 0.1429
C 0.0912 0.9988 -0.6511
O 1.3119 0.6756 0.0471
C 0.6573 -0.3506 -0.6952
C 0.1426 -1.4440 0.2299
O 1.0164 -1.5817 1.3204
H -1.0987 0.6889 1.0653
H -2.0594 0.9182 -0.3865
H -1.2879 2.3304 0.3765
H 0.3220 1.6774 -1.4685
H 1.2027 -0.6726 -1.5799
H 0.0897 -2.4125 -0.2674
H -0.8691 -1.2535 0.6085
H 1.6424 -0.8433 1.2581
```

E_LUMO ... 1.03 eV
Strongest force on any atom ... 0.6 eV Å⁻¹
Structure (SMILES) ... C[C@H]1O[C@H]1CO
Total charge ... 0
Energy above the lowest of the compared OMol25 structures with the same formula, charge and spin ... 208.1 kJ/mol
Electronic energy ... -8371.125 eV
HOMO-LUMO gap ... 11.1 eV
E_HOMO ... -0.3694 Eh

Entry 9:
ORCA calculation (the ωB97M-V functional and the def2-TZVPD basis) on 2 unconnected molecules or ions with the total composition C4H8O2.

Structure (XYZ):
```
14
Properties=species:S:1:pos:R:3
C -0.9788 0.7555 1.5945
C 0.6097 -0.9746 -1.2129
C 0.2322 0.2480 -1.5855
O -1.5183 1.3414 0.4274
C 1.6916 -1.1503 -0.2233
O 2.0753 -2.2239 0.1878
H -0.4534 -0.1877 1.3826
H -1.7472 0.5656 2.3569
H -0.2571 1.4673 2.0030
H 0.1441 -1.8793 -1.5980
H 0.7096 1.1367 -1.1786
H -0.5687 0.4183 -2.2999
H -2.0827 0.6839 0.0050
H 2.1436 -0.2010 0.1411
```

E_LUMO ... 0.32 eV
Strongest force on any atom ... 0.6 eV Å⁻¹
Structure (SMILES) ... C=CC=O.CO
Total charge ... 0
Energy above the lowest of the compared OMol25 structures with the same formula, charge and spin ... 212.6 kJ/mol
Electronic energy ... -8371.079 eV
HOMO-LUMO gap ... 10.3 eV
E_HOMO ... -0.3680 Eh

Entry 10:
ORCA calculation (the ωB97M-V functional and the def2-TZVPD basis) on a molecular structure, C4H8O2 at a distorted geometry.

Structure (XYZ):
```
14
Properties=species:S:1:pos:R:3
C -1.2291 -1.0675 0.0537
C -0.1544 -0.1494 0.6366
C 1.2617 -0.3270 0.1452
O 1.4382 0.9495 -0.7357
C -0.2488 1.3241 -0.0017
O -0.9987 1.5761 -0.9263
H -2.1024 -0.4462 -0.1614
H -1.5418 -1.8861 0.7137
H -0.9102 -1.5061 -0.8991
H -0.2568 -0.0318 1.7264
H 2.0335 -0.1933 0.9070
H 1.4564 -1.1872 -0.4942
H 1.0900 0.8622 -1.6511
H 0.1624 2.0825 0.6870
```

E_LUMO ... 0.86 eV
Strongest force on any atom ... 2.3 eV Å⁻¹
Total charge ... 0
Energy above the lowest of the compared OMol25 structures with the same formula, charge and spin ... 238.3 kJ/mol
Electronic energy ... -8370.812 eV
HOMO-LUMO gap ... 9.9 eV
E_HOMO ... -0.3312 Eh

Entry 11:
ORCA calculation (the ωB97M-V functional and the def2-TZVPD basis) on C4H8O2 in the gas phase.

Structure (XYZ):
```
14
Properties=species:S:1:pos:R:3
C 0.5823 0.4764 1.4612
O -1.8730 0.3650 0.0455
C -1.0816 -0.1438 -0.8464
C 0.2655 0.6748 -1.0223
O 0.8654 -0.1043 0.1407
C -0.0922 -1.2316 -0.2468
H 1.4060 0.1705 2.1069
H 0.5562 1.5565 1.3382
H -0.4034 0.1448 1.7808
H -1.4955 -0.4634 -1.8361
H 0.2530 1.7388 -0.7836
H 0.9282 0.4349 -1.8589
H -0.4081 -1.7676 0.6485
H 0.4973 -1.8508 -0.9278
```

E_LUMO ... 0.63 eV
Strongest force on any atom ... 0.8 eV Å⁻¹
Total charge ... 0
Energy above the lowest of the compared OMol25 structures with the same formula, charge and spin ... 501.5 kJ/mol
Electronic energy ... -8368.084 eV
HOMO-LUMO gap ... 8.2 eV
E_HOMO ... -0.2778 Eh

Entry 12:
ORCA calculation (the ωB97M-V functional and the def2-TZVPD basis) on a molecular structure, C4H8O2.

Structure (XYZ):
```
14
Properties=species:S:1:pos:R:3
C -0.8974 -0.3627 -1.7138
C -1.1772 0.3337 0.1574
O -0.2116 -1.0263 -0.2671
C 0.1369 -0.0214 0.6918
C 1.3862 0.7556 0.3649
O 2.5307 -0.0685 0.4192
H -0.3343 0.4931 -2.0720
H -1.9656 -0.2183 -1.8698
H -0.5861 -1.2803 -2.2258
H -1.9689 -0.1448 0.7517
H 0.1741 -0.5216 1.6623
H 1.5308 1.5496 1.1051
H 1.2722 1.2358 -0.6184
H 2.3620 -0.8167 -0.1690
```

E_LUMO ... 0.82 eV
Strongest force on any atom ... 0.5 eV Å⁻¹
Total charge ... 0
Energy above the lowest of the compared OMol25 structures with the same formula, charge and spin ... 661.4 kJ/mol
Electronic energy ... -8366.427 eV
HOMO-LUMO gap ... 9.1 eV
E_HOMO ... -0.3053 Eh